Molecular formula: C18H56O10
Method: DFT, ωB97M-V/def2-TZVPD

Structure (XYZ):
```
84
Properties=species:S:1:pos:R:3:forces:R:3:lowdin_charge:R:1
C 4.4223 -0.4548 0.2184 -1.891 -0.184 0.248 -0.17
O 4.2794 0.5854 1.1581 1.593 0.859 0.337 -0.13
H 3.8698 -0.2025 -0.6867 0.106 -0.066 -0.343 0.07
H 5.4427 -0.7169 -0.0613 0.092 0.471 0.525 0.08
H 3.9118 -1.3020 0.6764 0.280 -0.686 -0.398 0.06
H 3.3700 0.8113 1.3666 -0.275 -0.256 -0.349 0.04
C -4.1102 -0.1599 2.1737 0.320 -0.416 -0.477 -0.24
O -3.9047 1.0706 1.5375 -0.680 0.860 0.473 -0.14
H -3.3396 -0.4123 2.9022 0.315 -0.005 0.046 0.04
H -5.0468 -0.1806 2.7308 -0.173 0.296 -0.266 0.07
H -4.1203 -0.9138 1.3865 -0.163 -0.608 0.272 0.06
H -3.0851 1.0567 1.0379 0.215 -0.172 -0.060 0.01
C 2.8674 3.3864 3.5079 -0.350 0.338 -1.423 -0.08
C 1.5632 3.6490 2.6761 0.635 -0.811 1.279 -0.30
O 1.3414 2.5785 1.7615 0.446 0.616 -0.747 -0.12
H 3.7378 3.5333 2.8684 0.009 -0.147 -0.366 0.06
H 2.8745 2.3292 3.7731 -0.013 0.211 0.614 0.06
H 3.0487 4.1071 4.3053 -0.497 -0.329 0.420 0.06
H 1.6254 4.6183 2.1814 -0.139 -0.189 -0.325 0.10
H 0.6951 3.6193 3.3347 0.029 0.579 0.283 0.10
H 0.8722 1.8989 2.2509 -0.050 -0.517 0.165 0.03
C -0.8114 -5.4902 0.3986 -2.175 0.232 -0.239 -0.11
C -1.8091 -6.3752 1.2263 2.098 0.060 -0.440 -0.35
O -1.2976 -6.3997 2.5171 0.002 -0.317 1.929 -0.12
H -1.3364 -5.3615 -0.5480 0.526 0.329 -0.479 0.05
H 0.2144 -5.8238 0.2421 -0.274 -0.748 0.113 0.06
H -0.7145 -4.5166 0.8791 -0.266 0.057 0.042 0.06
H -1.8081 -7.4027 0.8625 -0.239 -0.120 -0.553 0.09
H -2.8459 -6.0521 1.3199 0.226 0.489 -0.458 0.11
H -0.3871 -6.6990 2.4619 0.073 0.032 0.131 0.07
C 2.3841 3.8410 -1.3566 0.326 -1.019 -1.151 -0.06
C 2.7015 3.2490 -2.7903 1.081 0.912 0.918 -0.27
O 4.1284 2.9942 -2.8663 -0.305 0.101 0.337 -0.11
H 2.8236 4.8215 -1.1735 -0.035 0.090 -0.509 0.07
H 2.8242 3.2022 -0.5909 -0.194 -0.263 -0.057 0.06
H 1.3061 3.8885 -1.2025 0.033 0.009 0.043 0.05
H 2.4953 3.9824 -3.5698 -0.475 0.125 0.044 0.10
H 2.1998 2.3151 -3.0437 -0.436 0.052 0.423 0.10
H 4.3586 2.8953 -3.7930 0.003 -0.048 -0.022 0.06
C 0.3788 -1.1406 -0.3972 0.760 1.099 -0.437 -0.07
C -0.3207 0.2292 -0.5910 -0.491 -1.717 1.177 -0.24
O -1.2712 0.3561 0.5015 -0.290 0.604 -1.445 -0.12
H 0.9324 -1.2128 0.5390 0.128 0.204 -0.066 0.04
H 1.0615 -1.2144 -1.2437 0.382 -0.398 0.067 0.06
H -0.2859 -2.0043 -0.4160 -0.413 0.371 -0.154 0.07
H -0.7696 0.1204 -1.5783 -0.928 0.378 0.271 0.09
H 0.2775 1.1388 -0.6442 0.628 -0.300 0.254 0.10
H -0.8454 0.0361 1.3002 0.347 -0.081 0.376 0.04
C 2.0398 -1.1571 3.3126 0.165 -0.420 0.350 -0.12
C 0.5662 -0.9791 3.6734 2.272 -0.511 1.191 -0.38
O 0.2401 0.2702 3.1562 -0.733 0.666 -1.397 -0.20
H 2.6849 -0.3140 3.5598 -0.418 0.452 -0.368 0.06
H 2.0526 -1.4024 2.2507 0.550 0.149 0.000 0.04
H 2.5504 -1.9452 3.8659 -0.403 -0.594 -0.058 0.06
H 0.4248 -0.9125 4.7521 -0.008 -0.397 0.168 0.08
H 0.0551 -1.8656 3.2980 -0.680 0.339 -0.239 0.09
H -0.5570 0.5776 3.5941 -0.795 0.334 0.387 0.05
C -4.4997 1.3934 -3.6713 -0.356 -0.097 -0.867 -0.10
C -3.4214 0.4749 -3.2159 0.719 0.568 1.047 -0.38
O -3.4328 -0.6915 -3.9871 0.212 -0.250 -0.522 -0.06
H -4.3422 1.7138 -4.7012 0.645 0.176 -0.110 0.07
H -4.4748 2.2884 -3.0497 -0.714 -0.151 0.103 0.08
H -5.4285 0.8435 -3.8234 -0.438 0.287 0.988 0.08
H -3.4145 0.2563 -2.1481 -0.958 -0.304 0.272 0.11
H -2.5156 1.0812 -3.2119 0.819 -0.215 -0.928 0.10
H -2.8587 -1.3543 -3.5963 0.102 -0.027 0.062 0.08
C -2.5635 5.4106 -0.0580 0.208 0.430 -1.375 -0.08
C -1.5369 4.3012 -0.0889 0.360 -0.169 1.431 -0.34
O -2.0726 3.2104 0.5945 -0.984 -0.773 0.081 -0.08
H -2.9197 5.6848 0.9350 0.355 -0.144 -0.006 0.08
H -3.4336 5.2341 -0.6904 -0.141 -0.569 0.150 0.07
H -2.1018 6.2505 -0.5771 0.096 0.504 0.383 0.07
H -0.6672 4.5819 0.5052 0.371 0.659 -0.176 0.10
H -1.1440 4.0011 -1.0603 -0.375 0.300 -0.521 0.10
H -1.4046 2.5460 0.7786 0.217 -0.205 -0.043 0.04
C 0.9992 -5.5050 -2.7696 0.081 -0.075 0.190 -0.12
C 1.0219 -3.9943 -2.9671 0.721 -1.170 -0.741 -0.34
O 0.0631 -3.6118 -3.9112 -1.007 0.629 -0.388 -0.08
H 1.6406 -5.7008 -1.9103 -0.464 -0.402 0.395 0.06
H 1.3629 -6.1840 -3.5408 0.326 0.611 -0.598 0.06
H -0.0501 -5.7863 -2.6800 0.076 -0.133 0.761 0.07
H 1.9779 -3.6806 -3.3864 0.444 0.189 0.698 0.11
H 0.8158 -3.5452 -1.9956 -0.015 0.305 -0.280 0.09
H 0.4454 -3.7681 -4.7778 -0.153 0.030 -0.073 0.08
```
Forces are in eV/Å.

The frontier orbital gap (spin up / spin down) comes out at 1.8 / 9.1 eV. Its energy above the lowest of the compared OMol25 structures with the same formula, charge and spin is 0.00 kcal per mole. As for the charge: -1. Its spin multiplicity is 2.